1.
C4H11NS | ωB97M-V/def2-TZVPD

Calculated values
* highest occupied orbital energy: -9.032 eV
* ΔE to the lowest compared entry with this formula, charge and spin: 82.3 kJ/mol
* LUMO energy: 0.9 eV

```
17
Properties=species:S:1:pos:R:3:nbo_charge:R:1
C 1.82400 0.28047 1.00421 -0.612
C 0.51490 0.40953 0.23760 -0.047
N 0.65527 1.33271 -0.86419 -0.862
C -0.12310 -0.92950 -0.31198 -0.443
C -1.54352 -0.78113 -0.85614 -0.471
S -2.89908 -0.10591 0.30525 -0.078
H 2.59802 -0.06780 0.29016 0.205
H 1.73767 -0.46752 1.86957 0.200
H 2.24244 1.20643 1.45354 0.222
H -0.11928 0.89764 0.97733 0.174
H 0.25416 1.04771 -1.74953 0.354
H 0.23898 2.24627 -0.75989 0.365
H 0.71199 -1.39364 -0.81663 0.233
H -0.22939 -1.41606 0.67613 0.209
H -1.63771 -0.07691 -1.68617 0.208
H -1.98523 -1.72229 -1.20452 0.223
H -2.24012 -0.46000 1.43527 0.121
```

---

2.
C3H6BrNO | ωB97M-V/def2-TZVPD

Calculated values
* highest occupied orbital energy: -9.939 eV
* ΔE to the lowest compared entry with this formula, charge and spin: 0.0 kJ/mol
* LUMO energy: 0.7 eV

```
12
Properties=species:S:1:pos:R:3:nbo_charge:R:1
C -0.42848 -0.95411 -0.71957 -0.436
N 0.48735 0.18548 -0.73309 -0.454
C 0.68489 0.93786 0.51087 -0.417
C 1.54010 0.32577 -1.50023 0.626
O 2.38188 1.17209 -1.43189 -0.592
Br 1.67526 -0.85509 -2.99375 -0.055
H 0.14349 -1.98222 -0.49164 0.207
H -1.17572 -0.59200 0.08375 0.220
H -0.88186 -1.27764 -1.67328 0.241
H -0.26288 1.48852 0.54069 0.200
H 0.73985 0.18071 1.19192 0.196
H 1.50745 1.68872 0.48602 0.264
```

---

3.
C9H14 | ωB97M-V/def2-TZVPD

Calculated values
* highest occupied orbital energy: -9.095 eV
* ΔE to the lowest compared entry with this formula, charge and spin: 516.4 kJ/mol
* LUMO energy: 1.1 eV

```
23
Properties=species:S:1:pos:R:3:nbo_charge:R:1
C 0.41543 0.74466 -2.28611 -0.409
C 0.34488 -0.34995 -1.52982 0.043
C 0.90465 -1.56827 -2.06497 -0.641
C -0.41589 -0.38120 -0.22937 -0.249
C -1.90642 -0.09449 -0.52111 -0.601
C -0.00054 0.38773 1.02887 -0.174
C -0.23786 0.30824 2.40504 -0.293
C 0.58120 1.34851 2.93918 -0.351
C 1.19709 0.13593 2.02249 -0.227
H -0.21927 1.58681 -2.15486 0.192
H 0.91207 0.75192 -3.24445 0.192
H 1.59842 -1.24950 -2.67820 0.216
H 0.13295 -2.23870 -2.54146 0.218
H 1.59537 -2.18158 -1.47149 0.214
H -0.40853 -1.48679 0.18932 0.189
H -2.08437 -0.20555 -1.58355 0.216
H -2.00728 1.05245 -0.47250 0.201
H -2.63356 -0.65289 0.04885 0.218
H 0.19019 1.40915 0.58475 0.178
H -1.08861 -0.17471 2.87602 0.225
H 0.93448 1.26037 3.90301 0.206
H 0.42724 2.41433 2.57123 0.200
H 1.76839 -0.81647 2.20913 0.240
```

---

4.
C7H7NO2 | ωB97M-V/def2-TZVPD

Calculated values
* highest occupied orbital energy: -8.938 eV
* ΔE to the lowest compared entry with this formula, charge and spin: 281.5 kJ/mol
* LUMO energy: 0.5 eV

```
17
Properties=species:S:1:pos:R:3:nbo_charge:R:1
N -1.22192 -0.48010 -2.28367 -0.526
O -0.86369 -1.36368 -1.18223 -0.389
C -0.26465 -0.71761 -0.11671 0.325
C -0.39803 -1.37223 1.10375 -0.276
C 0.16305 -0.76193 2.23511 -0.156
C 0.64202 0.56448 2.18873 -0.256
C 0.76642 1.12896 0.93274 -0.134
C 0.36394 0.46472 -0.26494 -0.255
C 0.80035 1.20836 -1.49610 0.433
O 0.88563 2.42098 -1.49902 -0.536
H -2.15539 -0.11337 -2.07399 0.350
H -1.33677 -1.15699 -3.13329 0.366
H -0.76954 -2.36160 1.01874 0.232
H 0.27751 -1.20276 3.18754 0.212
H 0.75304 1.01772 3.15347 0.223
H 1.37810 2.05320 0.66711 0.243
H 0.97992 0.67185 -2.43722 0.144
```

---

5.
CH3FP2 | ωB97M-V/def2-TZVPD

Calculated values
* highest occupied orbital energy (spin up / spin down): -7.781 / -7.818 eV
* ΔE to the lowest compared entry with this formula, charge and spin: 357.3 kJ/mol
* LUMO energy (spin up / spin down): -1.4 / -1.4 eV

```
7
Properties=species:S:1:pos:R:3:nbo_charge:R:1
C -1.58669 0.24938 -0.08586 -0.087
F -2.16154 -0.89238 0.22941 -0.333
P 2.69538 -0.26263 0.11022 -0.124
P 0.14141 0.18697 0.02281 0.395
H 2.83723 -1.80311 -0.09689 -0.028
H -2.35221 1.03794 -0.03851 0.206
H 0.42643 1.48383 -0.14118 -0.029
```

---

6.
C10H16 | ωB97M-V/def2-TZVPD

Calculated values
* highest occupied orbital energy: -9.040 eV
* ΔE to the lowest compared entry with this formula, charge and spin: 38.9 kJ/mol
* LUMO energy: 1.0 eV

```
26
Properties=species:S:1:pos:R:3:nbo_charge:R:1
C 1.08961 -0.73948 0.68869 -0.640
C -0.32912 -1.20208 0.49648 -0.007
C -0.82997 -2.20522 1.31227 -0.217
C -2.17575 -2.59004 1.27725 -0.195
C -3.01963 -1.97010 0.37992 -0.227
C -2.53035 -0.95584 -0.44542 -0.205
C -1.20486 -0.57805 -0.39863 -0.219
H 1.83994 -1.45824 0.37309 0.221
H 1.23472 -0.40960 1.71500 0.221
H 1.31757 0.14398 0.08829 0.215
H -0.16014 -2.69746 2.01735 0.205
H -2.50103 -3.27769 2.04393 0.212
H -4.06569 -2.23644 0.32072 0.212
H -3.18782 -0.51766 -1.17888 0.211
H -0.78400 0.19397 -1.02955 0.210
C 1.04889 2.48383 -0.85881 -0.613
C 2.47523 2.56482 -0.33117 -0.404
C 3.40862 3.10876 -1.43669 -0.610
H 0.32263 2.29550 -0.06349 0.210
H 0.88094 1.65450 -1.54358 0.199
H 0.73529 3.38902 -1.37644 0.206
H 2.53274 3.20129 0.55311 0.200
H 2.79946 1.57414 -0.02363 0.199
H 4.02655 2.33224 -1.88952 0.207
H 2.82014 3.56359 -2.24074 0.202
H 4.07815 3.86571 -1.01824 0.209
```

---

7.
C17H29AsBiF5N6S | ωB97M-V/def2-TZVPD

Calculated values
* highest occupied orbital energy: -14.001 eV
* net charge: +2
* LUMO energy: -7.6 eV

```
60
Properties=species:S:1:pos:R:3:nbo_charge:R:1
Bi 10.88075 11.87594 5.87908 1.437
F 6.49622 5.82969 5.80781 -0.253
C 7.54676 6.63008 5.98998 0.301
C 7.41500 7.86994 6.60968 0.307
F 6.16280 8.31262 6.86997 -0.294
C 8.50644 8.66162 6.93880 0.300
F 8.29831 9.79088 7.66341 -0.329
C 9.78882 8.28766 6.49876 -0.325
S 11.27697 9.20282 6.68080 -0.206
C 9.88252 7.03886 5.84082 0.353
F 11.08985 6.62717 5.46164 -0.276
C 8.79862 6.19787 5.64246 0.291
F 8.98949 5.00193 5.09340 -0.255
N 10.90458 12.06285 8.37404 -0.859
C 11.07664 13.38998 9.03062 -0.258
C 11.76456 14.35877 8.09730 -0.250
N 11.34980 14.23200 6.66734 -0.872
H 10.04525 11.59186 8.68649 0.427
H 11.64125 11.38997 8.65252 0.431
H 11.66687 13.31992 9.96019 0.253
H 10.09822 13.82310 9.31398 0.222
H 12.84397 14.14660 8.15791 0.216
H 11.65394 15.36537 8.49080 0.243
H 12.09676 14.58680 6.06790 0.418
H 10.49956 14.77505 6.45103 0.402
C 14.28614 12.83911 5.36377 -0.079
N 13.70977 11.54760 5.84875 -0.524
C 14.00374 10.51122 4.81104 -0.094
N 15.45228 10.37667 4.60799 -0.431
C 15.97100 11.68353 4.20515 -0.092
N 15.71899 12.75250 5.18125 -0.439
C 16.31947 12.34115 6.46303 -0.090
N 15.78850 11.03228 6.97234 -0.435
C 14.34845 11.15721 7.13690 -0.082
C 16.05336 10.03995 5.91876 -0.094
H 14.07074 13.63219 6.08838 0.176
H 13.81782 13.11285 4.40931 0.204
H 13.53161 10.80838 3.85852 0.204
H 13.55373 9.57771 5.16059 0.227
H 15.54746 12.00349 3.24618 0.210
H 17.05937 11.58809 4.11340 0.224
H 16.16336 13.08567 7.23158 0.202
H 17.38338 12.22244 6.27550 0.226
H 14.11674 11.89104 7.90724 0.184
H 13.97533 10.19413 7.44621 0.217
H 15.63746 9.06796 6.22199 0.211
H 17.13716 9.95223 5.79043 0.227
C 7.99463 14.31060 5.09558 -0.914
As 8.14655 12.67832 6.21681 0.887
C 6.52423 11.74038 5.65345 -0.906
C 7.57906 13.38932 7.97122 -0.909
H 7.11725 14.88325 5.39377 0.265
H 7.88720 14.00059 4.07000 0.256
H 8.86556 14.95730 5.19022 0.215
H 5.72281 12.45867 5.47607 0.262
H 6.21524 11.03310 6.42640 0.268
H 6.72241 11.17268 4.73531 0.256
H 6.52306 13.62984 7.91922 0.269
H 8.13341 14.28415 8.21460 0.232
H 7.75937 12.62545 8.72804 0.242
```

---

8.
C5H8O | ωB97M-V/def2-TZVPD

Calculated values
* highest occupied orbital energy (spin up / spin down): -8.379 / -8.379 eV
* ΔE to the lowest compared entry with this formula, charge and spin: 591.8 kJ/mol
* LUMO energy (spin up / spin down): 0.4 / 0.4 eV

```
14
Properties=species:S:1:pos:R:3:nbo_charge:R:1
C -0.53846 1.09937 -0.00637 0.171
C 0.86440 0.90490 0.39329 -0.551
C 0.98811 -0.57934 0.68556 -0.177
C 0.31735 -1.41622 -0.12314 -0.227
C -0.55115 -0.84748 -1.19969 -0.133
O -1.32725 0.26628 -0.70117 -0.478
H -0.83692 0.75376 1.69079 -0.120
H -0.97561 2.08476 0.05898 0.212
H 1.53127 1.11121 -0.44579 0.207
H 1.16800 1.57632 1.21322 0.251
H 0.45662 -0.44152 1.90849 0.231
H 0.18154 -2.46233 0.11137 0.213
H -1.31347 -1.55389 -1.53303 0.213
H 0.03557 -0.49583 -2.05251 0.188
```

---

9.
C4H6N2 | ωB97M-V/def2-TZVPD

Calculated values
* highest occupied orbital energy: -9.197 eV
* ΔE to the lowest compared entry with this formula, charge and spin: 133.1 kJ/mol
* LUMO energy: 0.6 eV

```
12
Properties=species:S:1:pos:R:3:nbo_charge:R:1
N 1.08464 -0.65186 1.19092 -0.799
C 0.69552 0.17443 0.04475 -0.171
C -0.48115 1.04446 0.40135 -0.226
C -1.50187 0.67688 -0.37436 -0.053
N -1.14972 -0.34067 -1.32609 -0.414
C 0.08708 -0.59632 -1.11480 0.101
H 0.28008 -1.21443 1.45945 0.359
H 1.82129 -1.30046 0.92850 0.357
H 1.57040 0.75584 -0.27748 0.223
H -0.46829 1.78612 1.19036 0.227
H -2.52523 1.03502 -0.36073 0.209
H 0.62582 -1.33129 -1.71209 0.188
```